Formula: C34H54F6N2O2PTi
Source: OMol25
Level of theory: the ωB97M-V functional and the def2-TZVPD basis

Geometry as XYZ:
```
100
Properties=species:S:1:pos:R:3:forces:R:3:mulliken_spin:R:1
Ti -0.141467 1.790012 -0.386413 0.10 0.14 -0.33 1.802
C -2.008867 3.845500 1.236373 0.00 0.02 -0.01 0.037
N -1.974764 3.181287 -0.071384 -0.03 -0.02 0.05 -0.029
C -1.948753 4.205803 -1.124652 0.01 0.00 -0.02 0.038
C -3.163156 2.322815 -0.234423 -0.01 0.05 -0.03 0.032
C -2.969240 0.934488 0.361230 0.00 -0.04 0.01 0.046
N -1.811461 0.256021 -0.247584 0.02 -0.02 0.04 -0.119
C -2.160086 -0.210709 -1.618516 -0.01 0.04 0.01 0.002
C -0.994132 -0.478697 -2.520702 0.03 -0.01 -0.06 0.096
C -0.735942 -1.753385 -2.997484 0.03 0.02 -0.01 -0.002
C 0.237253 -1.972858 -3.963888 -0.04 -0.05 0.01 -0.005
C 0.873394 -0.849211 -4.484962 0.02 0.06 0.00 0.005
C 0.639712 0.455356 -4.053068 -0.04 -0.10 0.02 -0.008
C -0.261247 0.634222 -2.982580 0.05 0.04 0.05 -0.037
O -0.474548 1.807947 -2.388268 -0.12 0.01 0.09 0.009
C 1.293519 1.653398 -4.745032 -0.01 0.01 0.00 0.003
C 2.129117 1.232085 -5.955911 0.01 -0.01 -0.03 0.000
C 0.191385 2.598012 -5.250231 0.00 0.01 -0.01 0.001
C 2.219073 2.406282 -3.785526 0.00 -0.01 0.00 -0.003
C 0.544420 -3.396102 -4.429021 0.01 0.00 0.00 0.001
C 0.998184 -4.235221 -3.225938 -0.01 -0.01 0.01 0.000
C -0.715081 -4.027696 -5.037371 -0.01 -0.01 0.00 0.000
C 1.653733 -3.436398 -5.479888 0.01 0.01 -0.01 0.000
C -1.381063 -0.922853 0.511924 0.01 -0.03 -0.03 0.006
C -0.918527 -0.762587 1.941708 -0.02 -0.05 0.05 0.213
C -0.962707 -1.868824 2.734624 -0.02 -0.01 -0.02 -0.002
C -0.450496 -1.874577 4.048860 0.00 -0.03 0.01 0.048
C 0.094413 -0.692339 4.552046 0.02 0.05 0.01 -0.031
C 0.151862 0.486617 3.838844 -0.01 0.00 0.03 0.020
C -0.371396 0.474211 2.479235 0.02 0.06 -0.11 0.284
O -0.373488 1.505819 1.768422 0.06 -0.06 0.11 0.328
C 0.804723 1.698314 4.509602 0.01 -0.02 0.05 0.065
C 2.284332 1.353257 4.763975 0.01 -0.01 0.00 0.028
C 0.101080 1.947823 5.856689 0.00 0.00 0.00 0.023
C 0.769333 3.014816 3.729221 0.01 0.02 -0.02 -0.021
C -0.500542 -3.163673 4.853564 0.01 0.01 -0.02 0.050
C 0.084768 -3.003143 6.256264 0.00 0.00 0.02 0.008
C 0.305150 -4.241369 4.110006 0.01 -0.02 0.00 0.028
C -1.963017 -3.616333 4.985743 -0.01 -0.01 0.01 0.028
H -2.841459 4.559788 1.285243 0.00 0.00 0.00 0.007
H -2.121195 3.112125 2.030284 -0.01 -0.01 0.01 0.007
H -1.071985 4.376557 1.401302 0.00 0.00 0.00 -0.013
H -2.859354 4.819235 -1.100494 0.01 0.01 -0.01 0.004
H -1.087088 4.854620 -0.966490 -0.01 0.01 0.00 -0.010
H -1.843318 3.721225 -2.093355 -0.01 0.01 0.00 0.013
H -4.042616 2.795746 0.223139 -0.01 -0.01 -0.01 0.000
H -3.363734 2.245065 -1.301880 0.00 -0.01 0.01 -0.003
H -2.802473 1.008699 1.436043 0.00 0.00 0.00 -0.014
H -3.881898 0.340298 0.211984 -0.01 0.03 0.01 0.004
H -2.787821 -1.107845 -1.530436 0.00 0.00 -0.01 -0.007
H -2.762703 0.571074 -2.077801 0.00 -0.02 0.00 -0.004
H -1.323669 -2.580181 -2.608704 0.00 -0.01 0.00 -0.001
H 1.594941 -0.993025 -5.274057 0.00 -0.01 0.00 0.001
H 1.531467 0.703042 -6.701790 0.00 0.00 0.00 0.000
H 2.539166 2.125580 -6.430499 0.00 0.00 0.00 0.000
H 2.970367 0.596208 -5.672333 0.00 0.01 0.01 0.000
H -0.448369 2.088723 -5.975080 0.00 0.00 0.00 0.000
H -0.426554 2.949325 -4.426062 0.00 0.00 0.00 0.000
H 0.640924 3.463988 -5.743229 0.01 0.00 0.00 0.000
H 3.009611 1.754295 -3.414320 -0.01 -0.01 -0.01 -0.001
H 2.687284 3.245678 -4.306921 0.00 0.01 0.01 0.000
H 1.674001 2.793721 -2.928997 0.00 0.01 -0.01 0.004
H 0.222857 -4.281661 -2.459212 0.00 0.00 0.00 0.000
H 1.225585 -5.258227 -3.536296 0.00 0.00 0.00 0.000
H 1.893031 -3.805814 -2.771799 0.00 0.01 -0.01 0.000
H -1.531724 -4.066674 -4.314795 0.00 0.00 0.00 0.000
H -1.057696 -3.451485 -5.898794 0.01 0.00 0.00 0.000
H -0.510070 -5.049610 -5.366397 0.01 0.00 0.00 0.000
H 2.584240 -3.012547 -5.097635 0.00 0.00 0.00 0.000
H 1.849576 -4.472044 -5.764583 0.00 0.00 0.00 0.000
H 1.374549 -2.890722 -6.383278 -0.01 0.00 0.00 0.000
H -2.192998 -1.666578 0.519151 0.01 0.00 -0.01 0.011
H -0.559735 -1.366775 -0.061648 -0.01 0.01 0.00 -0.008
H -1.386353 -2.781621 2.331673 0.00 0.01 -0.01 0.004
H 0.499488 -0.703604 5.552133 0.01 0.01 -0.01 -0.003
H 2.395504 0.470440 5.395050 -0.01 -0.01 0.00 0.001
H 2.805767 1.178054 3.822995 -0.01 0.00 0.01 -0.002
H 2.765711 2.191352 5.271328 0.00 0.01 0.00 0.001
H 0.172683 1.095599 6.532310 0.00 0.01 0.01 0.001
H 0.565261 2.802321 6.351562 0.01 0.00 -0.01 0.000
H -0.956295 2.177253 5.708557 0.00 0.00 -0.01 -0.003
H 1.299145 2.953520 2.782690 0.01 -0.01 0.01 0.010
H -0.249237 3.348354 3.536482 -0.03 -0.01 0.00 0.003
H 1.258709 3.771633 4.346474 0.00 0.01 -0.01 -0.002
H 1.137668 -2.717475 6.227454 0.00 0.00 -0.01 0.000
H -0.461106 -2.261384 6.842397 0.00 0.00 0.00 -0.001
H 0.016867 -3.955462 6.783482 0.00 0.00 0.00 0.000
H 1.346911 -3.938933 3.993395 0.00 0.01 0.00 -0.001
H 0.281113 -5.173145 4.677945 0.00 0.00 0.00 0.002
H -0.101060 -4.444359 3.118881 0.00 0.00 0.00 -0.002
H -2.559197 -2.865373 5.507090 0.00 0.01 0.00 0.000
H -2.423708 -3.802830 4.015475 0.00 0.00 0.00 -0.002
H -2.007751 -4.544311 5.558467 0.00 0.00 0.00 0.002
F 1.676544 2.810546 0.222919 0.05 -0.01 0.09 0.020
P 2.965020 1.666887 0.173785 -0.08 0.08 0.10 0.011
F 3.784526 2.580962 1.179347 0.00 0.01 0.02 0.001
F 4.068258 0.541328 0.079755 0.01 -0.03 -0.02 0.001
F 2.256056 0.920496 1.425324 0.08 0.01 0.00 0.003
F 3.540358 2.443144 -1.081695 -0.02 -0.02 0.02 0.001
F 1.932514 0.816695 -0.811022 -0.05 -0.09 -0.02 0.023
```
Positions in Å, forces in eV/Å.

Summary:
E_LUMO (alpha / beta) (eV): 0.179 / -2.560
Orbital gap (alpha / beta) (Eh): 0.23141 / 0.17316
Charge: 0
Energy relative to the best compared isomer or geometry (same formula, charge and spin) (kJ/mol): 1.6
Energy (a.u.): -3378.2789
Spin multiplicity: 4
Molecular weight (g mol⁻¹): 715.647